Entry 1
Below is 2 unconnected molecules or ions with the total composition C4H5O2, with properties calculated with the ωB97M-V functional and the def2-TZVPD basis.

Each line ends with the Löwdin charge.
Geometry (Å):
O: -1.22 0.58 0.98  -0.04
O: 1.32 0.66 2.28  0.40
C: 1.26 0.36 -0.21  -0.07
C: 1.29 0.49 1.18  0.01
C: 1.24 -0.72 -1.02  0.19
C: -2.11 0.07 0.32  -0.07
H: 1.17 -1.76 -0.82  0.10
H: 1.06 1.24 -0.69  0.12
H: 1.21 -0.37 -2.05  0.11
H: -3.26 0.10 0.61  0.14
H: -1.96 -0.66 -0.58  0.11

Total charge: +1
2S+1: 1

Entry 2
Below is a gas-phase ion, C4H5O2 (charge +1), with properties calculated with the ωB97M-V functional and the def2-TZVPD basis.

Each line ends with the Löwdin charge.
Geometry (Å):
O: -0.78 -1.08 -0.49  0.23
O: -1.85 0.75 0.09  0.19
C: -0.58 1.01 0.30  -0.02
C: 0.24 0.05 -0.09  -0.07
C: 1.65 -0.24 -0.03  0.00
C: -1.87 -0.52 -0.29  -0.06
H: -0.34 1.91 0.71  0.15
H: 2.13 0.44 0.65  0.09
H: 2.20 -0.05 -0.97  0.12
H: 2.06 -1.26 0.36  0.16
H: -2.85 -1.01 -0.25  0.21

Total charge: +1
2S+1: 1

Relative energies, unit eV: entry 1 1.076; entry 2 0.000

Entry 1
Below is a single C7H9ClN2 molecule, with properties calculated with the ωB97M-V functional and the def2-TZVPD basis.

Each line ends with the Löwdin charge.
Geometry (Å):
Cl: 1.55 -1.60 -1.49  0.44
N: 0.91 -2.10 0.22  -0.48
N: 0.59 -3.40 0.35  0.00
C: -0.95 2.08 -1.05  -0.10
C: -0.15 2.89 -0.28  -0.09
C: -0.26 0.17 0.18  -0.25
C: 0.52 0.97 0.99  -0.05
C: -0.34 -1.32 0.38  -0.23
C: 0.49 2.34 0.84  -0.08
C: -0.90 0.74 -0.93  -0.07
H: -1.40 2.50 -1.93  0.10
H: -0.26 -3.57 -0.17  0.08
H: -1.55 0.22 -1.48  0.08
H: -0.64 -1.47 1.41  0.12
H: -1.06 -1.95 -0.16  0.10
H: 1.10 3.09 1.48  0.13
H: 1.37 -3.98 0.28  0.07
H: 1.15 0.43 1.70  0.12
H: -0.18 3.97 -0.36  0.10

2S+1: 1

Entry 2
Below is 2 unconnected molecules or ions with the total composition C7H9ClN2, with properties calculated with the ωB97M-V functional and the def2-TZVPD basis.

Each line ends with the Löwdin charge.
Geometry (Å):
Cl: -1.70 -2.58 -0.82  0.40
N: 0.86 -2.40 0.09  0.04
N: -0.67 -1.73 1.69  0.02
C: 0.53 2.72 -0.85  -0.09
C: 1.39 1.80 -0.26  -0.08
C: -1.20 0.97 -0.56  -0.12
C: -0.32 -1.88 0.34  -0.84
C: 0.98 0.52 0.26  -0.09
C: -0.24 0.16 -0.06  -0.13
C: -0.81 2.22 -0.98  -0.10
H: -1.70 2.76 -1.55  0.14
H: 1.38 -2.95 0.82  0.14
H: 0.79 3.72 -1.22  0.11
H: -0.87 -2.68 2.11  0.10
H: -1.55 -1.20 1.82  0.10
H: 1.33 -2.19 -0.76  0.10
H: 2.34 2.27 0.01  0.10
H: 1.63 -0.02 0.87  0.08
H: -2.16 0.49 -0.93  0.12

2S+1: 1

Relative energies, unit eV: entry 1 0.000; entry 2 0.094

Entry 1
Below is a molecular structure, C27H24F6N2O4PSSbTi, with properties calculated with the ωB97M-V functional and the def2-TZVPD basis.

Each line ends with the Löwdin charge.
Geometry (Å):
Sb: 5.01 0.01 1.03  1.50
Ti: 2.06 -0.78 1.26  1.07
S: 0.53 -0.57 3.51  0.69
P: 0.25 0.04 -1.45  0.93
F: 6.23 -1.34 0.69  -0.28
F: 3.90 -1.20 2.16  -0.35
F: 3.75 -0.75 -0.26  -0.35
F: 3.38 1.03 1.33  -0.36
F: 5.62 1.26 -0.19  -0.30
F: 5.82 0.70 2.53  -0.28
O: 1.69 0.24 3.04  -0.37
O: 0.60 -1.26 4.76  -0.21
O: 2.01 -2.50 0.69  -0.16
O: 1.70 -4.67 1.22  0.18
N: 0.96 0.24 0.02  -0.10
N: 0.50 -1.54 2.23  -0.26
C: -2.13 1.15 -2.31  -0.06
C: 0.33 -2.98 2.28  -0.10
C: 1.60 -3.55 -2.71  -0.04
C: -3.43 0.67 0.10  -0.06
C: 2.46 2.84 -4.27  -0.04
C: -0.79 1.68 2.74  -0.05
C: 1.65 2.32 -2.06  -0.06
C: 1.94 1.64 -4.75  -0.05
C: 1.41 -3.53 1.36  -0.50
C: 1.14 1.12 -2.55  -0.30
C: -3.14 0.90 4.01  -0.02
C: -4.11 1.27 -0.96  -0.05
C: 0.30 -1.64 -2.05  -0.31
C: -0.79 -3.75 -2.45  -0.05
C: -0.86 0.49 3.45  -0.30
C: -2.11 0.30 -0.04  -0.08
C: 1.54 -2.21 -2.36  -0.09
C: -4.32 2.97 3.19  -0.03
C: -3.46 1.51 -2.16  -0.05
C: -0.86 -2.41 -2.09  -0.06
C: -1.46 0.55 -1.25  -0.30
C: 2.31 3.18 -2.93  -0.05
C: -1.92 2.47 2.67  -0.02
C: -2.02 0.09 4.10  -0.03
C: 1.29 0.77 -3.89  -0.07
C: 0.44 -4.31 -2.75  -0.04
C: -3.10 2.09 3.29  -0.26
H: -1.68 -4.35 -2.48  0.11
H: 0.90 -0.17 -4.26  0.11
H: 2.73 4.11 -2.56  0.12
H: 0.50 -5.36 -3.02  0.12
H: -3.94 0.49 1.04  0.11
H: 0.13 1.97 2.26  0.11
H: -4.08 3.99 3.50  0.09
H: -4.67 3.02 2.16  0.08
H: 2.44 -1.62 -2.31  0.11
H: -1.61 1.35 -3.25  0.11
H: -0.64 -3.30 1.91  0.14
H: -2.04 -0.82 4.68  0.12
H: 2.06 1.38 -5.80  0.12
H: 2.56 -4.00 -2.94  0.12
H: -1.82 -1.97 -1.86  0.11
H: -3.98 1.99 -2.98  0.12
H: -5.13 2.60 3.81  0.08
H: 0.47 -3.37 3.29  0.14
H: -4.05 0.61 4.52  0.12
H: 2.97 3.51 -4.94  0.12
H: 1.54 2.58 -1.02  0.11
H: -5.14 1.55 -0.84  0.11
H: -1.57 -0.16 0.78  0.09
H: -1.87 3.41 2.12  0.13

Total charge: +1
2S+1: 2

Entry 2
Below is a molecular structure, C27H24F6N2O4PSSbTi, with properties calculated with the ωB97M-V functional and the def2-TZVPD basis.

Each line ends with the Löwdin charge.
Geometry (Å):
Sb: -2.71 -3.78 -1.43  1.55
Ti: -0.07 -1.26 -1.49  1.03
S: -0.55 -2.98 0.45  0.73
P: 0.49 1.79 -0.90  0.92
F: -4.24 -4.83 -1.53  -0.32
F: -1.99 -5.21 -2.35  -0.30
F: -1.02 -0.42 -2.69  -0.28
F: -3.32 -2.29 -2.32  -0.29
F: -3.55 -3.10 0.10  -0.32
F: -0.98 -3.02 -2.30  -0.39
O: 1.39 -1.73 -2.44  -0.13
O: -1.29 -4.23 0.04  -0.35
O: 2.91 -3.31 -2.99  0.18
O: -1.34 -1.78 -0.03  -0.41
N: 0.70 0.19 -0.53  -0.10
N: 0.81 -2.74 -0.20  -0.26
C: -1.05 2.31 -0.16  -0.28
C: 0.47 2.10 -2.65  -0.34
C: -0.25 -3.06 4.92  -0.23
C: -1.44 -3.66 2.90  -0.02
C: 1.43 1.68 -4.81  -0.04
C: -3.40 2.00 0.26  -0.04
C: 1.83 2.75 -0.21  -0.32
C: 0.63 -2.37 2.78  -0.03
C: 2.36 3.83 -0.91  -0.06
C: -0.52 3.09 -4.60  -0.05
C: 2.32 2.41 1.05  -0.08
C: 2.08 -2.89 -2.26  -0.51
C: 1.44 1.49 -3.44  -0.08
C: 3.86 4.24 0.92  -0.05
C: 1.67 -3.63 -0.98  -0.08
C: 3.34 3.16 1.62  -0.06
C: -3.43 3.21 0.94  -0.05
C: -1.33 -3.68 4.27  -0.01
C: -2.27 3.98 1.06  -0.05
C: 0.71 -2.41 4.15  -0.01
C: -0.46 -3.00 2.17  -0.29
C: 3.38 4.58 -0.33  -0.05
C: -2.22 1.55 -0.30  -0.06
C: -0.15 -3.11 6.42  -0.03
C: -1.08 3.53 0.52  -0.06
C: -0.52 2.90 -3.22  -0.06
C: 0.45 2.48 -5.39  -0.04
H: -0.18 4.12 0.63  0.11
H: -4.35 3.57 1.37  0.12
H: 2.21 0.86 -2.99  0.11
H: -4.30 1.41 0.16  0.12
H: 4.67 4.82 1.36  0.12
H: 0.42 2.61 -6.46  0.12
H: 3.72 2.90 2.59  0.11
H: 3.80 5.42 -0.87  0.12
H: 1.99 4.09 -1.89  0.11
H: -0.95 -2.52 6.87  0.10
H: -1.28 3.71 -5.05  0.11
H: -1.28 3.36 -2.61  0.11
H: -2.27 -4.14 2.40  0.12
H: 2.17 1.20 -5.43  0.12
H: -2.22 0.61 -0.85  0.09
H: 1.91 1.56 1.58  0.10
H: 0.80 -2.71 6.76  0.08
H: 2.58 -3.88 -0.45  0.14
H: -2.08 -4.20 4.86  0.13
H: 1.38 -1.88 2.18  0.12
H: -2.30 4.92 1.58  0.12
H: 1.55 -1.93 4.65  0.12
H: -0.26 -4.13 6.78  0.09
H: 1.16 -4.55 -1.27  0.14

Total charge: +1
2S+1: 2

Relative energies, unit eV: entry 1 0.000; entry 2 1.511

Entry 1
Below is 13 unconnected molecules or ions with the total composition C5H37N2O12, with properties calculated with the ωB97M-V functional and the def2-TZVPD basis.

Each line ends with the Löwdin charge.
Geometry (Å):
O: 1.83 -2.80 0.70  -0.06
O: 1.92 0.11 0.19  -0.10
O: 3.27 -0.69 2.47  -0.09
O: -3.87 -0.73 2.58  -0.05
O: 3.71 2.06 2.16  -0.04
O: -1.45 -0.12 4.02  -0.07
O: 1.18 -0.54 4.21  -0.05
O: 1.70 1.15 -2.50  -0.04
O: -1.84 1.82 -0.59  -0.05
O: 3.82 -0.78 -1.94  -0.07
O: 1.15 2.61 0.86  -0.07
O: -1.07 2.95 1.87  -0.06
N: -0.99 -1.03 -1.05  0.16
N: 1.50 -2.03 -2.31  0.18
C: -3.08 0.18 -2.87  -0.23
C: -2.03 -0.87 -3.32  -0.15
C: -0.88 -1.21 -2.41  -0.31
C: 0.21 -1.85 -2.94  -0.10
C: -3.98 -0.37 -1.76  -0.11
H: 4.24 2.51 2.83  0.07
H: 1.29 1.18 -3.37  0.06
H: 3.58 0.20 2.72  0.03
H: 1.21 1.66 -1.86  0.03
H: 1.90 -2.94 1.66  0.05
H: 4.34 2.13 1.42  0.08
H: -0.26 -1.38 -0.44  0.08
H: -2.47 0.97 -2.47  0.06
H: -3.43 -0.87 -0.98  0.05
H: 4.09 -0.01 -2.46  0.07
H: 1.36 0.84 0.54  0.01
H: -4.48 -0.24 2.03  0.05
H: -1.61 -0.32 -0.72  0.05
H: 2.26 -1.46 -2.68  0.10
H: -4.72 -1.07 -2.18  0.08
H: 1.35 -0.13 5.07  0.07
H: -1.22 1.81 0.16  0.01
H: 2.57 -0.79 3.15  0.01
H: 0.28 -0.88 4.30  0.02
H: 1.89 -2.97 -2.41  0.18
H: -2.29 2.66 -0.46  0.07
H: -2.04 2.87 1.94  0.08
H: -1.49 -0.60 -4.24  0.12
H: 2.51 -0.02 0.98  0.01
H: 2.58 -2.18 0.66  0.02
H: -4.00 -1.64 2.87  0.06
H: 0.10 -2.26 -3.93  0.12
H: -3.61 0.47 -3.79  0.12
H: 3.38 -0.23 -1.26  0.02
H: 0.23 2.87 0.71  0.01
H: -2.54 -1.78 -3.69  0.13
H: 1.41 -1.74 -1.32  0.09
H: -4.62 0.44 -1.40  0.07
H: -1.58 -0.50 3.13  0.04
H: -2.38 0.07 4.20  0.04
H: -0.64 2.37 2.51  0.07
H: 1.70 3.14 1.45  0.06

Total charge: +1
2S+1: 1

Entry 2
Below is 13 unconnected molecules or ions with the total composition C5H37N2O12, with properties calculated with the ωB97M-V functional and the def2-TZVPD basis.

Each line ends with the Löwdin charge.
Geometry (Å):
O: 1.35 1.47 0.21  -0.06
O: 2.39 -4.03 -1.67  -0.05
O: 0.10 -0.78 -3.26  -0.06
O: 1.68 -2.08 0.51  -0.03
O: 2.56 -1.42 -2.37  -0.07
O: 2.59 -1.25 2.87  -0.03
O: 0.97 1.74 -2.85  -0.06
O: -0.39 1.07 3.32  -0.05
O: -0.41 -1.39 2.25  -0.06
O: 3.30 1.07 -1.65  -0.05
O: 2.22 1.39 2.75  -0.06
O: -0.17 3.18 1.67  -0.06
N: -1.05 -0.11 -0.57  0.12
N: -0.78 2.78 -0.96  0.12
C: -3.84 -1.21 1.22  -0.10
C: -2.13 0.70 -0.83  -0.34
C: -3.47 0.02 -0.98  -0.17
C: -4.21 -0.02 0.34  -0.25
C: -2.03 2.03 -1.10  -0.06
H: 3.26 -4.52 -1.61  0.11
H: 1.92 -1.60 -0.33  0.07
H: 3.20 0.13 -1.81  0.01
H: -0.41 0.15 2.94  0.03
H: 1.34 1.35 3.17  0.01
H: -0.40 -2.08 2.94  0.10
H: -3.39 -1.02 -1.38  0.13
H: 1.87 1.62 -2.50  0.02
H: -4.44 -1.26 2.12  0.07
H: -5.28 -0.08 0.13  0.11
H: 3.38 -1.70 3.21  0.08
H: -0.43 -0.64 -2.43  0.06
H: 0.45 -1.49 1.79  0.02
H: 0.01 2.40 -1.62  0.12
H: 1.66 1.43 1.12  0.00
H: -0.20 0.34 -0.22  0.06
H: -2.89 2.64 -1.42  0.13
H: 2.58 0.50 2.89  0.01
H: -1.23 -0.95 0.03  0.10
H: -3.96 -2.15 0.70  0.07
H: 0.80 3.31 1.81  0.08
H: -0.39 2.42 2.25  0.01
H: -0.91 3.76 -1.07  0.14
H: -0.90 1.07 4.11  0.07
H: -0.43 -0.65 -4.05  0.09
H: 2.64 -2.39 -2.26  0.03
H: 1.79 -4.62 -2.17  0.09
H: 4.19 1.37 -1.89  0.11
H: -0.39 2.73 0.07  0.10
H: 2.08 1.42 -0.37  -0.01
H: 1.74 -1.25 -2.85  0.01
H: -4.05 0.93 0.89  0.12
H: -4.09 0.56 -1.75  0.13
H: 2.44 -1.57 2.00  -0.02
H: 1.76 -2.96 0.21  0.03
H: 0.73 0.82 -3.10  0.01
H: -2.75 -1.17 1.52  0.06

Total charge: +1
2S+1: 1

Relative energies, unit eV: entry 1 2.828; entry 2 0.000